{"formula": "C62H50NP3SeSiTa", "method": "the ωB97M-V functional and the def2-TZVPD basis", "elements": ["Ta", "C", "C", "C", "C", "C", "C", "P", "C", "C", "C", "C", "C", "C", "C", "C", "C", "C", "C", "C", "Si", "C", "C", "C", "C", "C", "C", "P", "C", "C", "C", "C", "C", "C", "C", "C", "C", "C", "C", "C", "C", "C", "C", "C", "C", "C", "P", "C", "C", "C", "C", "C", "C", "C", "C", "C", "C", "C", "C", "H", "H", "H", "H", "H", "H", "H", "H", "H", "H", "H", "H", "H", "H", "H", "H", "H", "H", "H", "H", "H", "H", "H", "H", "H", "H", "H", "H", "H", "H", "H", "H", "H", "H", "H", "H", "H", "H", "H", "H", "H", "H", "C", "C", "N", "H", "H", "H", "Se", "C", "C", "C", "C", "C", "C", "H", "H", "H", "H", "H"], "xyz": [[0.422, 0.373, -0.314], [1.740, -5.945, -0.315], [2.269, -4.949, -1.156], [1.667, -3.692, -1.197], [0.468, -3.421, -0.452], [-0.008, -4.414, 0.390], [0.671, -5.613, 0.492], [-0.631, -1.937, -0.711], [-1.725, -2.428, -2.079], [-2.306, -1.371, -2.798], [-3.123, -1.599, -3.899], [-3.447, -2.911, -4.246], [-2.843, -3.964, -3.542], [-1.998, -3.731, -2.456], [-1.516, -2.017, 0.790], [-2.713, -2.617, 0.891], [-3.379, -2.804, 2.192], [-3.463, -1.857, 3.126], [-2.827, -0.562, 2.939], [-1.591, -0.337, 2.464], [-1.119, 1.195, 1.505], [0.628, 1.995, 1.797], [0.703, 3.373, 1.552], [1.876, 4.027, 1.336], [3.088, 3.333, 1.469], [3.088, 2.058, 1.920], [1.866, 1.388, 2.062], [1.675, -0.338, 2.524], [3.247, -0.946, 2.171], [3.462, -1.615, 0.965], [4.724, -1.992, 0.572], [5.828, -1.597, 1.341], [5.607, -0.969, 2.587], [4.309, -0.567, 2.953], [1.397, -0.505, 4.302], [1.992, -1.607, 5.003], [1.831, -1.740, 6.391], [1.044, -0.777, 7.044], [0.372, 0.245, 6.355], [0.509, 0.369, 4.941], [-2.448, 2.428, 1.146], [-3.401, 2.966, 2.048], [-4.387, 3.849, 1.612], [-4.415, 4.248, 0.284], [-3.448, 3.706, -0.581], [-2.438, 2.872, -0.154], [-1.150, 2.373, -1.401], [-0.023, 3.802, -1.618], [-0.321, 4.958, -0.930], [0.418, 6.086, -1.100], [1.546, 6.019, -1.933], [1.964, 4.816, -2.513], [1.203, 3.680, -2.364], [-2.050, 2.291, -3.006], [-1.459, 2.724, -4.195], [-2.182, 2.604, -5.420], [-3.478, 2.137, -5.401], [-4.075, 1.766, -4.191], [-3.360, 1.821, -2.990], [2.137, -6.943, -0.309], [3.142, -5.134, -1.800], [2.035, -2.925, -1.839], [-0.952, -4.204, 0.871], [0.280, -6.378, 1.150], [-2.049, -0.345, -2.433], [-3.570, -0.797, -4.462], [-4.113, -3.118, -5.035], [-2.993, -5.017, -3.750], [-1.517, -4.543, -1.975], [-3.175, -3.096, 0.053], [-4.000, -3.631, 2.118], [-4.310, -1.958, 3.814], [-3.412, 0.286, 3.228], [-0.246, 3.950, 1.472], [1.857, 5.047, 1.063], [4.067, 3.827, 1.167], [4.014, 1.476, 1.927], [2.605, -1.917, 0.312], [4.790, -2.510, -0.325], [6.779, -1.953, 1.085], [6.465, -0.648, 3.169], [4.245, -0.088, 3.914], [2.637, -2.266, 4.444], [2.329, -2.567, 6.920], [0.913, -0.776, 8.124], [-0.124, 0.978, 6.983], [-0.105, 1.113, 4.451], [-3.237, 2.700, 3.105], [-5.142, 4.342, 2.229], [-5.193, 4.873, -0.085], [-3.446, 4.047, -1.614], [-1.170, 5.094, -0.315], [0.050, 7.040, -0.684], [2.062, 6.913, -2.121], [2.867, 4.823, -2.978], [1.547, 2.792, -2.880], [-0.475, 3.174, -4.274], [-1.688, 3.008, -6.285], [-4.085, 2.162, -6.275], [-5.076, 1.440, -4.247], [-3.843, 1.515, -2.014], [-0.509, -2.549, 3.030], [-0.716, -1.510, 1.958], [0.492, -0.764, 1.463], [-1.143, -3.359, 2.818], [-0.732, -2.199, 4.033], [0.502, -2.967, 3.086], [2.727, 1.227, -0.964], [2.255, 0.016, -2.327], [3.155, -0.925, -2.759], [2.840, -1.887, -3.676], [1.553, -1.928, -4.138], [0.579, -0.973, -3.819], [0.945, -0.008, -2.893], [4.180, -0.897, -2.301], [3.504, -2.744, -3.794], [1.201, -2.831, -4.652], [-0.360, -1.049, -4.318], [0.333, 0.876, -2.850]], "total_charge": 3}


{"formula": "C25H24N2O6S", "method": "the ωB97M-V functional and the def2-TZVPD basis", "elements": ["C", "C", "C", "C", "C", "C", "C", "N", "C", "O", "C", "C", "N", "C", "C", "C", "C", "C", "O", "S", "O", "O", "C", "C", "C", "C", "C", "C", "O", "C", "C", "O", "C", "C", "H", "H", "H", "H", "H", "H", "H", "H", "H", "H", "H", "H", "H", "H", "H", "H", "H", "H", "H", "H", "H", "H", "H", "H"], "xyz": [[2.264, 2.918, 1.255], [0.839, 2.913, 0.795], [-0.012, 3.945, 1.126], [-1.344, 3.946, 0.718], [-1.864, 2.927, -0.052], [-3.305, 2.913, -0.466], [-1.003, 1.879, -0.418], [-1.451, 0.851, -1.202], [-0.749, -0.275, -1.564], [-1.288, -1.128, -2.252], [0.611, -0.327, -1.049], [1.413, -1.578, -1.284], [2.070, -1.976, -0.051], [3.497, -2.257, -0.119], [4.277, -1.008, -0.350], [4.806, -0.469, -1.487], [5.405, 0.758, -1.106], [5.189, 0.874, 0.231], [4.507, -0.186, 0.695], [1.227, -3.173, 0.793], [1.139, -4.374, 0.010], [1.842, -3.268, 2.084], [-0.387, -2.423, 0.916], [-0.534, -1.239, 1.616], [-1.755, -0.595, 1.594], [-2.815, -1.128, 0.866], [-2.663, -2.345, 0.186], [-1.433, -2.989, 0.221], [-3.676, -2.904, -0.533], [-4.676, -1.976, -0.889], [-5.087, -1.161, 0.336], [-3.986, -0.417, 0.823], [1.110, 0.703, -0.328], [0.336, 1.851, 0.015], [2.470, 2.052, 1.883], [2.942, 2.885, 0.403], [2.473, 3.817, 1.829], [0.353, 4.768, 1.723], [-1.983, 4.765, 1.014], [-3.403, 2.922, -1.552], [-3.816, 3.788, -0.074], [-3.802, 2.024, -0.075], [-2.413, 0.883, -1.518], [0.749, -2.372, -1.641], [2.170, -1.398, -2.053], [3.725, -2.988, -0.905], [3.753, -2.682, 0.855], [4.789, -0.895, -2.469], [5.920, 1.448, -1.742], [5.467, 1.629, 0.940], [0.306, -0.840, 2.158], [-1.910, 0.337, 2.114], [-1.292, -3.910, -0.319], [-4.293, -1.310, -1.673], [-5.515, -2.556, -1.277], [-5.450, -1.840, 1.117], [-5.865, -0.435, 0.093], [2.119, 0.629, 0.042]], "smiles": "Cc1ccc(C)c2[nH]c(=O)c(CN(Cc3ccco3)S(=O)(=O)c3ccc4c(c3)OCCO4)cc12", "total_charge": 0, "e_above_lowest_kcal_mol": 24.0}


Short version: highest occupied orbital energy = -15.466 -8.288 eV, in the order given.
Short version: Kohn-Sham gap = 6.1 8.4 eV, in the order given.